No. 1
{
  "formula": "C18H52O8",
  "method": "ωB97M-V/def2-TZVPD",
  "elements": ["O", "O", "O", "O", "O", "O", "O", "O", "C", "C", "C", "C", "C", "C", "C", "C", "C", "C", "C", "C", "C", "C", "C", "C", "C", "C", "H", "H", "H", "H", "H", "H", "H", "H", "H", "H", "H", "H", "H", "H", "H", "H", "H", "H", "H", "H", "H", "H", "H", "H", "H", "H", "H", "H", "H", "H", "H", "H", "H", "H", "H", "H", "H", "H", "H", "H", "H", "H", "H", "H", "H", "H", "H", "H", "H", "H", "H", "H"],
  "coordinates": [[-1.92, -4.24, -1.64], [-3.64, 4.91, -0.68], [-0.19, 2.24, 3.58], [5.95, 4.37, -0.77], [3.18, -2.91, -0.90], [1.69, -1.21, 6.98], [0.12, 0.14, 0.48], [-0.64, 3.26, -5.94], [2.67, -4.60, 0.81], [5.30, 2.23, 0.15], [-0.25, 1.14, -4.87], [-2.50, 1.77, -5.84], [5.86, 2.67, -2.46], [3.69, -3.93, -0.04], [-2.91, -3.15, 0.18], [-4.51, 2.65, -0.75], [-3.15, -4.18, -0.97], [-5.81, 4.75, -1.47], [0.47, -2.64, 5.55], [4.89, -3.34, 0.78], [0.45, -1.64, 6.67], [5.30, 3.16, -1.09], [-4.08, -3.80, -2.12], [-0.40, -2.09, 7.84], [-1.24, 2.26, -5.17], [-4.79, 4.13, -0.51], [-3.81, -3.08, 0.78], [-2.83, -2.13, -0.20], [2.60, -2.46, -0.27], [5.37, 4.82, -0.15], [-2.11, -3.35, 0.89], [4.47, -2.82, 1.64], [0.00, -0.77, 6.18], [-3.04, 0.99, -5.30], [-1.55, 2.67, -4.21], [-0.50, -3.04, 5.26], [0.61, 2.41, 4.08], [1.85, -0.27, 6.83], [-0.76, 2.98, 3.79], [-4.12, -2.72, -2.27], [-5.39, 4.77, -2.48], [4.53, 1.45, 0.14], [-4.22, 2.47, -1.79], [0.68, 1.48, -4.42], [-0.46, 0.76, 0.02], [-5.41, 2.05, -0.63], [-3.21, -5.22, -0.65], [6.59, 1.91, -2.21], [-0.66, 0.41, -4.16], [-0.02, -3.08, 8.09], [5.55, -2.72, 0.18], [3.14, -5.51, 1.16], [2.32, -3.97, 1.63], [-1.45, -2.20, 7.55], [-6.78, 4.26, -1.39], [-3.24, 2.57, -5.87], [1.08, -3.47, 5.91], [0.27, 0.55, 1.33], [5.33, 2.80, 1.07], [-5.17, 4.25, 0.51], [-3.78, 2.21, -0.07], [-3.34, 4.99, 0.23], [-1.57, -3.37, -1.41], [-0.37, -1.36, 8.65], [-5.09, -4.13, -1.88], [-5.98, 5.81, -1.30], [-1.12, 4.08, -6.03], [1.75, -4.77, 0.25], [6.33, 3.40, -3.11], [0.80, -2.03, 4.70], [-2.39, 1.40, -6.85], [-3.86, -4.20, -3.11], [5.04, 2.13, -2.93], [5.39, -4.12, 1.36], [4.27, 3.51, -1.20], [4.24, -4.63, -0.67], [0.16, 0.59, -5.72], [6.28, 1.75, 0.24]],
  "mulliken_charge": [-0.538, -0.537, -0.611, -0.571, -0.500, -0.580, -0.601, -0.567, -1.215, -1.216, -1.307, -1.274, -1.133, 0.427, -1.401, -1.112, 0.453, -1.364, -1.153, -1.225, 0.530, 0.487, -1.130, -1.231, 0.762, 0.532, 0.367, 0.363, 0.295, 0.306, 0.388, 0.298, 0.220, 0.337, 0.062, 0.322, 0.314, 0.340, 0.305, 0.233, 0.323, 0.297, 0.223, 0.323, 0.294, 0.344, 0.281, 0.299, 0.341, 0.313, 0.300, 0.387, 0.255, 0.329, 0.357, 0.333, 0.371, 0.306, 0.346, 0.286, 0.281, 0.334, 0.310, 0.321, 0.322, 0.332, 0.320, 0.317, 0.335, 0.219, 0.326, 0.352, 0.285, 0.393, 0.251, 0.261, 0.343, 0.313],
  "e_homo_ha": -0.3590,
  "de_lowest_kcal_mol": 89.8,
  "total_charge": 0,
  "e_lumo_ev": -0.2410,
  "gap_ev": 9.53
}

=====

No. 2
{
  "formula": "C22H28ClO3P",
  "method": "ωB97M-V/def2-TZVPD",
  "elements": ["Cl", "P", "O", "O", "O", "C", "C", "C", "C", "C", "C", "C", "C", "C", "C", "C", "C", "C", "C", "C", "C", "C", "C", "C", "C", "C", "C", "H", "H", "H", "H", "H", "H", "H", "H", "H", "H", "H", "H", "H", "H", "H", "H", "H", "H", "H", "H", "H", "H", "H", "H", "H", "H", "H", "H"],
  "coordinates": [[1.94, 3.79, -0.54], [-0.60, 3.06, -3.05], [1.71, 2.11, -5.80], [1.61, 0.43, -4.13], [-0.45, 1.30, -5.00], [-2.65, -3.11, 2.25], [2.27, 2.15, -1.37], [-2.01, 3.60, -1.90], [-0.71, 1.23, -3.54], [-3.74, -3.00, 3.11], [-1.38, -2.79, 2.70], [1.23, 1.11, -0.72], [3.41, -2.02, 4.72], [-2.22, 0.70, -3.35], [-2.28, -2.25, 4.87], [-0.74, 4.21, -4.56], [1.00, 1.36, -5.07], [-1.19, -2.36, 4.01], [2.62, -2.99, 4.10], [2.79, -1.79, 2.01], [3.89, -0.95, 3.98], [-2.78, 0.30, -2.06], [0.83, -0.13, -1.66], [2.30, -2.87, 2.75], [3.59, -0.83, 2.63], [0.50, 0.23, -3.19], [-3.56, -2.58, 4.42], [1.58, -1.01, -1.62], [-1.30, 3.72, -5.45], [-2.80, -3.45, 1.23], [3.65, -2.11, 5.77], [2.11, 2.35, -2.49], [-3.04, 3.31, -2.35], [3.97, 0.00, 2.05], [0.30, 1.66, -0.31], [-2.93, 0.62, -4.25], [-0.20, -2.10, 4.36], [-3.48, 0.99, -1.45], [1.68, -3.62, 2.27], [2.24, -3.83, 4.67], [-4.40, -2.50, 5.09], [-4.74, -3.25, 2.75], [0.34, 4.45, -4.88], [-2.14, -1.92, 5.89], [0.08, -0.78, -3.58], [1.77, 0.67, 0.21], [4.51, -0.19, 4.46], [-0.16, -0.57, -1.22], [-1.34, 5.14, -4.26], [3.37, 1.91, -1.19], [-0.53, -2.88, 2.03], [-1.88, 3.21, -0.84], [-2.01, 4.75, -1.89], [2.55, -1.70, 0.96], [-2.60, -0.75, -1.62]],
  "mulliken_charge": [-0.232, 0.429, -0.525, -0.350, -0.385, -0.524, -0.233, -1.136, 1.090, -0.380, -0.153, -0.403, -0.366, -0.860, -0.527, -1.025, 0.479, -0.044, -0.561, -0.165, -0.422, -0.724, -0.443, -0.426, -0.506, -0.058, -0.368, 0.329, 0.274, 0.376, 0.370, 0.088, 0.333, 0.414, 0.195, 0.294, 0.356, 0.208, 0.536, 0.386, 0.352, 0.360, 0.256, 0.366, 0.314, 0.153, 0.368, 0.130, 0.420, 0.416, 0.187, 0.263, 0.380, 0.386, 0.310],
  "e_homo_ha": -0.2886,
  "total_charge": 0,
  "e_lumo_ev": -1.0434,
  "gap_ev": 6.81
}

=====

No. 3
{
  "formula": "C5H13ClF6FeN3O4Sb",
  "method": "ωB97M-V/def2-TZVPD",
  "elements": ["Sb", "Fe", "Cl", "F", "F", "F", "F", "F", "F", "O", "O", "O", "O", "N", "N", "N", "C", "C", "C", "C", "C", "H", "H", "H", "H", "H", "H", "H", "H", "H", "H", "H", "H", "H"],
  "coordinates": [[2.21, -0.09, 3.81], [0.30, 0.78, 1.72], [-0.60, 3.09, 0.96], [1.75, -0.15, 5.59], [0.39, -0.66, 3.20], [2.29, 0.18, 1.82], [3.85, 0.71, 4.02], [1.25, 1.57, 3.49], [2.76, -1.84, 3.58], [-1.62, 3.89, 0.43], [0.39, 3.76, 1.71], [-1.22, 2.00, 1.86], [0.03, 2.22, -0.05], [-1.51, -0.06, -1.25], [0.39, -1.31, -1.68], [-0.10, -0.68, 0.51], [-2.65, 0.19, -0.37], [-0.09, -1.91, -2.92], [-0.41, -0.68, -0.82], [1.77, -1.65, -1.31], [-1.59, 0.58, -2.56], [-2.24, 0.04, -3.25], [-0.59, 0.65, -3.00], [0.30, -2.92, -2.98], [-1.17, -1.96, -2.92], [2.15, -0.93, -0.58], [-2.57, -0.42, 0.53], [0.25, -1.35, -3.79], [2.39, -1.59, -2.20], [1.83, -2.66, -0.91], [0.35, -1.55, 0.78], [-3.57, -0.09, -0.89], [-1.98, 1.58, -2.42], [-2.72, 1.24, -0.10]],
  "mulliken_charge": [2.481, 0.812, 2.000, -0.469, -0.591, -0.558, -0.471, -0.581, -0.498, -0.524, -0.521, -0.633, -0.658, 0.206, 0.049, -0.219, -1.096, -1.153, 0.973, -1.152, -1.187, 0.370, 0.409, 0.413, 0.388, 0.344, 0.360, 0.360, 0.403, 0.381, 0.329, 0.365, 0.375, 0.295],
  "e_homo_ha": [-0.5015, -0.4971],
  "spin_multiplicity": 6,
  "de_lowest_kcal_mol": 13.9,
  "s2": 8.759,
  "total_charge": 1,
  "e_lumo_ev": [-4.2824, -6.8874],
  "gap_ev": [9.36, 6.64]
}

=====

No. 4
{
  "formula": "C8H9ClO2",
  "method": "ωB97M-V/def2-TZVPD",
  "elements": ["Cl", "O", "O", "C", "C", "C", "C", "C", "C", "C", "C", "H", "H", "H", "H", "H", "H", "H", "H", "H"],
  "coordinates": [[-1.32, -2.24, 0.54], [-1.71, -0.82, -2.14], [-2.48, 0.03, 0.88], [-0.25, 1.53, 0.51], [-1.62, -2.01, -1.93], [-0.16, 0.11, 0.30], [1.24, -0.52, 0.34], [2.37, 0.46, 0.28], [0.80, 2.32, 0.34], [-1.30, -0.52, 0.60], [2.13, 1.77, 0.18], [-1.19, 2.11, 0.76], [2.97, 2.53, 0.27], [-2.54, -2.56, -1.93], [-0.74, -2.63, -2.09], [-2.97, -0.51, 1.53], [1.33, -1.14, 1.30], [1.37, -1.20, -0.44], [0.72, 3.30, 0.40], [3.32, -0.02, 0.32]],
  "mulliken_charge": [-0.209, -0.430, -0.481, -0.729, -0.256, 0.509, -0.663, -0.656, -0.469, 0.582, -0.271, 0.212, 0.240, 0.329, 0.297, 0.361, 0.335, 0.323, 0.579, 0.395],
  "e_homo_ha": -0.2774,
  "de_lowest_kcal_mol": 40.3,
  "total_charge": 0,
  "e_lumo_ev": 0.5381,
  "gap_ev": 8.09
}

=====

No. 5
{
  "formula": "CH8BaO7",
  "method": "ωB97M-V/def2-TZVPD",
  "elements": ["Ba", "O", "O", "O", "O", "O", "O", "O", "C", "H", "H", "H", "H", "H", "H", "H", "H"],
  "coordinates": [[-0.03, -0.27, -0.60], [0.75, 0.72, 1.24], [-1.10, -1.00, 1.09], [2.88, -2.74, -0.30], [1.36, -1.55, 0.57], [-0.53, 1.12, -2.22], [1.17, -1.99, -1.38], [-1.20, 1.21, 0.30], [1.76, -2.22, -0.35], [1.25, 1.52, 1.41], [0.01, 1.09, -3.01], [-1.61, 1.63, -0.45], [-0.99, 1.93, 0.89], [0.25, 0.58, 2.05], [-1.15, 1.83, -2.38], [-2.05, -0.92, 1.15], [-0.79, -0.95, 1.99]],
  "mulliken_charge": [1.797, -0.636, -0.621, -0.759, -0.805, -0.596, -0.919, -0.463, 0.755, 0.241, 0.270, 0.313, 0.280, 0.298, 0.241, 0.302, 0.302],
  "e_homo_ha": -0.1960,
  "de_lowest_kcal_mol": 206.6,
  "total_charge": 0,
  "e_lumo_ev": -1.4030,
  "gap_ev": 3.93
}

=====

No. 6
{
  "formula": "C27H57BiCl2NP2Si",
  "method": "ωB97M-V/def2-TZVPD",
  "elements": ["Bi", "Cl", "Cl", "P", "P", "Si", "N", "C", "C", "C", "C", "C", "C", "C", "C", "C", "C", "C", "C", "C", "C", "C", "C", "C", "C", "C", "C", "C", "C", "C", "C", "C", "C", "C", "H", "H", "H", "H", "H", "H", "H", "H", "H", "H", "H", "H", "H", "H", "H", "H", "H", "H", "H", "H", "H", "H", "H", "H", "H", "H", "H", "H", "H", "H", "H", "H", "H", "H", "H", "H", "H", "H", "H", "H", "H", "H", "H", "H", "H", "H", "H", "H", "H", "H", "H", "H", "H", "H", "H", "H", "H"],
  "coordinates": [[0.08, -1.04, -0.87], [0.31, -2.25, 1.48], [-0.15, -0.17, -3.33], [2.86, -0.52, -1.17], [-2.65, -1.44, -1.32], [0.30, 1.49, 3.67], [0.05, 1.89, 1.98], [-2.76, -3.68, 0.33], [-2.85, 1.21, -0.45], [-3.34, 0.26, -1.55], [3.11, -3.25, -1.72], [3.24, 0.62, 1.33], [-3.04, -2.34, -2.89], [3.20, 1.10, -1.99], [-3.38, -1.49, 1.40], [0.15, 3.98, 0.82], [3.80, -0.49, 0.42], [4.58, 1.73, -1.74], [4.98, -1.70, -2.58], [-1.59, 5.60, 1.22], [2.05, 2.07, -1.67], [-3.44, -2.31, 0.11], [-0.34, 5.27, 0.68], [-1.95, 3.31, 1.86], [-4.44, -2.96, -2.91], [-2.41, 4.61, 1.79], [-1.96, -3.37, -3.24], [-4.86, 0.30, -1.77], [-0.57, 2.99, 1.57], [3.82, -1.85, 1.12], [3.49, -1.86, -2.26], [1.54, 2.77, 4.23], [1.02, -0.21, 4.03], [-1.40, 1.43, 4.46], [1.85, -0.46, 3.35], [0.26, 6.03, 0.17], [-3.22, -4.15, 1.21], [-4.49, -2.46, -0.20], [1.19, 3.80, 4.04], [2.49, 2.65, 3.68], [-3.42, 4.87, 2.15], [4.36, -2.61, 0.54], [0.28, -2.71, -1.58], [5.30, -2.58, -3.16], [-2.99, -1.52, -3.63], [-2.89, -4.36, -0.52], [-4.49, -3.86, -2.29], [-2.30, -3.98, -4.09], [1.71, 1.99, -0.62], [3.61, 0.47, 2.35], [-1.95, 6.64, 1.19], [-3.75, -2.12, 2.23], [-4.66, -3.26, -3.94], [2.91, -1.67, -3.19], [1.15, 3.72, 0.48], [-1.94, 0.87, 0.08], [3.14, 0.82, -3.06], [-2.59, 2.18, -0.92], [1.75, 2.67, 5.29], [-1.69, -3.56, 0.54], [5.18, -0.81, -3.18], [2.36, 3.11, -1.86], [5.40, 1.02, -1.87], [4.71, 2.53, -2.48], [5.59, -1.66, -1.67], [4.34, -1.74, 2.08], [-1.72, -4.03, -2.40], [-2.60, 2.50, 2.23], [1.18, 1.83, -2.30], [-2.00, 0.68, 3.94], [-5.41, -0.24, -0.99], [-5.22, -2.27, -2.60], [0.23, -0.98, 3.92], [-1.32, 1.13, 5.52], [4.83, -0.23, 0.10], [2.79, -2.22, 1.33], [2.59, -3.81, -2.51], [4.01, -3.82, -1.43], [-2.84, 0.54, -2.50], [-5.18, 1.35, -1.75], [-4.01, -0.60, 1.36], [-5.15, -0.10, -2.75], [-1.04, -2.85, -3.54], [-2.35, -1.19, 1.66], [4.65, 2.19, -0.74], [2.13, 0.63, 1.38], [3.54, 1.62, 0.99], [1.38, -0.23, 5.07], [-1.94, 2.39, 4.40], [-3.63, 1.37, 0.31], [2.43, -3.23, -0.86]],
  "mulliken_charge": [1.363, -0.686, -0.589, -1.188, -0.759, 0.256, 0.497, -1.334, -1.386, 0.951, -1.483, -1.326, 0.808, 0.731, -1.409, -0.032, 0.817, -1.787, -1.641, -0.480, -0.712, 0.635, -0.557, -0.103, -1.625, -1.133, -1.351, -1.708, -0.606, -1.439, 0.934, -1.058, -0.661, -1.063, 0.002, 0.368, 0.508, 0.622, 0.284, 0.219, 0.334, 0.319, -0.019, 0.497, 0.462, 0.259, 0.256, 0.472, -0.383, 0.657, 0.288, 0.574, 0.481, 0.505, 0.160, -0.130, 0.577, 0.553, 0.385, 0.093, 0.324, 0.539, 0.350, 0.529, 0.269, 0.494, 0.211, 0.785, 0.166, 0.160, 0.285, 0.321, 0.183, 0.350, 0.763, -0.003, 0.337, 0.432, 0.456, 0.465, 0.226, 0.355, 0.222, 0.115, 0.265, -0.158, -0.005, 0.358, 0.313, 0.329, 0.346],
  "e_homo_ha": -0.1094,
  "de_lowest_kcal_mol": 0.0,
  "total_charge": -1,
  "e_lumo_ev": 2.5506,
  "gap_ev": 5.53
}

=====

No. 7
{
  "formula": "C21H25N4O6PdSi2",
  "method": "ωB97M-V/def2-TZVPD",
  "elements": ["Pd", "Si", "Si", "O", "O", "O", "O", "O", "O", "N", "N", "N", "N", "C", "C", "C", "C", "C", "C", "C", "C", "C", "C", "C", "C", "C", "C", "C", "C", "C", "C", "C", "C", "C", "H", "H", "H", "H", "H", "H", "H", "H", "H", "H", "H", "H", "H", "H", "H", "H", "H", "H", "H", "H", "H", "H", "H", "H", "H"],
  "coordinates": [[-0.11, -0.12, 0.09], [0.16, -0.98, 2.32], [-0.77, -2.29, -0.64], [3.92, -0.45, 0.18], [-0.91, 4.64, 0.56], [-1.10, 2.60, 1.25], [4.41, 3.90, -2.67], [2.95, 5.46, -2.40], [1.76, -0.85, 0.00], [3.42, 4.37, -2.16], [-1.45, 0.91, -1.44], [-1.82, 2.49, -2.89], [-0.49, 3.53, 0.74], [1.92, -1.13, 2.86], [1.51, 4.03, -0.65], [-2.70, 1.45, -1.20], [3.18, 2.26, -0.91], [-1.04, -3.30, 3.38], [-0.94, 1.56, -2.47], [-0.74, -2.61, 2.20], [-1.13, -3.14, 0.97], [-2.94, 2.44, -2.10], [1.38, 1.97, 0.61], [-1.70, -4.52, 3.33], [-0.81, 0.28, 3.28], [0.61, -3.03, -1.62], [0.88, 3.21, 0.25], [2.48, 1.45, -0.03], [-1.81, -4.36, 0.94], [2.81, -0.02, 0.10], [-2.32, -2.07, -1.65], [0.35, 1.27, -3.14], [-2.08, -5.05, 2.11], [2.69, 3.53, -1.18], [1.55, -3.02, -1.06], [-2.60, -6.00, 2.07], [0.96, 2.17, -3.25], [4.07, 1.91, -1.41], [2.44, -0.17, 2.94], [-1.68, 3.09, -3.69], [2.49, -1.78, 2.20], [0.19, 0.86, -4.13], [-2.64, -3.08, -1.93], [-2.15, -1.50, -2.55], [0.92, 0.54, -2.56], [0.34, -4.08, -1.82], [-3.34, 1.11, -0.40], [-1.91, -5.05, 4.25], [-0.26, 1.19, 3.48], [-3.14, -1.63, -1.08], [-3.79, 3.09, -2.25], [-1.03, -0.22, 4.23], [0.76, -2.54, -2.58], [-2.13, -4.79, 0.00], [1.92, -1.58, 3.86], [-0.75, -2.91, 4.35], [1.13, 5.00, -0.94], [0.88, 1.43, 1.40], [-1.77, 0.54, 2.83]],
  "mulliken_charge": [0.110, 0.849, 1.052, -0.578, -0.613, -0.485, -0.586, -0.606, -0.502, 1.058, 0.769, 0.009, 1.052, -1.198, -0.639, -0.862, -0.516, -0.686, 0.304, 0.552, 0.760, -0.569, 0.080, -0.780, -1.200, -1.171, -0.427, 0.675, -0.862, -0.122, -1.098, -1.183, -0.765, -0.353, 0.300, 0.421, 0.332, 0.594, 0.406, 0.209, 0.305, 0.421, 0.426, 0.290, 0.038, 0.441, 0.416, 0.414, 0.355, 0.316, 0.435, 0.488, 0.348, 0.368, 0.516, 0.388, 0.661, 0.330, 0.313],
  "e_homo_ha": -0.4592,
  "de_lowest_kcal_mol": 16.9,
  "total_charge": 1,
  "e_lumo_ev": -4.5227,
  "gap_ev": 7.97
}

=====

No. 8
{
  "formula": "C4H16N2O2",
  "method": "ωB97M-V/def2-TZVPD",
  "elements": ["O", "O", "N", "N", "C", "C", "C", "C", "H", "H", "H", "H", "H", "H", "H", "H", "H", "H", "H", "H", "H", "H", "H", "H"],
  "coordinates": [[-0.13, 1.88, 2.54], [-3.00, 2.01, 0.01], [-0.04, -0.95, 1.93], [0.42, -1.35, -1.75], [0.89, -0.81, -0.33], [-0.26, -1.42, 0.55], [0.16, -0.34, -2.80], [1.23, 0.69, -0.15], [-0.80, -1.07, 2.64], [0.79, -1.33, 2.40], [-0.74, 1.46, 3.08], [0.05, -2.53, 0.68], [1.09, 0.80, 0.95], [-2.31, 2.30, -0.62], [2.22, 0.86, -0.58], [-0.65, -0.83, -3.50], [0.66, 1.37, -0.72], [1.00, 0.02, -3.28], [-0.35, 0.49, -2.29], [-1.21, -1.19, 0.16], [-2.42, 2.02, 0.76], [1.84, -1.32, 0.18], [0.39, 1.16, 2.17], [1.17, -1.94, -2.01]],
  "mulliken_charge": [-0.657, -0.642, -0.525, -0.391, 0.270, -0.779, -0.708, -1.133, 0.228, 0.202, 0.280, 0.256, 0.016, 0.312, 0.303, 0.272, 0.425, 0.316, 0.192, 0.436, 0.325, 0.212, 0.506, 0.284],
  "e_homo_ha": -0.3334,
  "de_lowest_kcal_mol": 58.6,
  "total_charge": 0,
  "e_lumo_ev": 0.6810,
  "gap_ev": 9.75
}

=====

Number 1: molar mass 396.6 g/mol, energy -35886.077 eV. Number 2: molar mass 406.9 g/mol, energy -51214.777 eV. Number 3: molar mass 506.2 g/mol, energy -87797.246 eV. Number 4: molar mass 172.6 g/mol, energy -25055.848 eV. Number 5: molar mass 269.4 g/mol, energy -16184.934 eV. Number 6: molar mass 765.7 g/mol, energy -87758.152 eV. Number 7: molar mass 592.0 g/mol, energy -59653.599 eV. Number 8: molar mass 124.2 g/mol, energy -11480.432 eV.